1 | One molecule with the formula C4H7FS. Source: the OMol25 dataset; level of theory: wB97M-V/def2-TZVPD.

Values from the calculation:
Highest occupied orbital energy   -9.2602 eV

Geometry (Å):
1 S 1.910 -1.303 -0.169
2 F -2.897 -1.005 -0.222
3 C -1.690 -0.405 -0.217
4 C -0.794 -0.630 0.701
5 C 0.713 1.192 -0.202
6 C 0.667 -0.118 0.483
7 H 1.070 -0.051 1.434
8 H -0.889 -1.264 1.548
9 H -1.721 0.376 -1.024
10 H 1.621 1.740 0.168
11 H 0.826 1.282 -1.268
12 H 1.303 -1.681 -1.316
13 H -0.119 1.866 0.084



2 | C4H7FS as an isolated structure. Source: the OMol25 dataset; level of theory: wB97M-V/def2-TZVPD.

Values from the calculation:
Highest occupied orbital energy   -8.7810 eV

Geometry (Å):
1 S 0.362 0.926 1.643
2 F 1.354 -0.261 -0.558
3 C -0.066 -0.292 -0.607
4 C -0.715 -0.672 -1.838
5 C -0.924 -1.491 -0.474
6 C -0.514 0.954 0.064
7 H 1.365 -0.515 1.194
8 H -1.635 0.764 0.328
9 H -0.195 -1.295 -2.623
10 H -1.548 -0.194 -2.197
11 H -1.716 -1.383 0.292
12 H -0.306 1.773 -0.552
13 H -0.623 -2.621 -0.569



3 | One molecule with the formula C4H7FS. Source: the OMol25 dataset; level of theory: wB97M-V/def2-TZVPD.

Values from the calculation:
Highest occupied orbital energy   -8.9379 eV

Geometry (Å):
1 S 0.167 -1.549 -0.329
2 F -3.373 0.106 0.068
3 C -1.304 -0.828 0.367
4 C 1.304 1.033 -0.261
5 C -2.190 -0.308 -0.422
6 C 1.400 -0.397 0.358
7 H 0.298 1.477 -0.154
8 H 2.007 1.718 0.220
9 H 2.365 -0.810 0.089
10 H 1.412 -0.350 1.453
11 H 1.546 0.970 -1.317
12 H -2.047 -0.129 -1.491
13 H -1.584 -0.933 1.418



In terms of stability, 3 leads; the second structure lies 0.0176 hartree higher.



1 | One molecule with the formula C5H8N4. Source: the OMol25 dataset; level of theory: wB97M-V/def2-TZVPD.

Values from the calculation:
Highest occupied orbital energy (spin up / spin down)   -7.0701 / -7.0683 eV

Geometry (Å):
1 N 2.284 -0.128 -0.273
2 N 1.003 -0.407 0.230
3 N 3.038 0.831 0.424
4 N -0.737 2.384 -0.320
5 C 0.345 -1.488 -0.144
6 C -1.120 -1.730 -0.044
7 C -1.401 1.495 0.107
8 C -2.171 -0.908 0.123
9 C -2.295 0.546 0.206
10 H -0.164 3.059 0.195
11 H 2.805 -0.707 -1.006
12 H -3.319 0.831 0.316
13 H -3.216 -1.307 0.185
14 H 0.747 -2.398 -0.583
15 H 2.227 1.273 0.919
16 H 3.336 1.456 -0.322
17 H -1.364 -2.802 -0.014



2 | One molecule with the formula C5H8N4. Source: the OMol25 dataset; level of theory: wB97M-V/def2-TZVPD.

Values from the calculation:
Highest occupied orbital energy   -8.7751 eV

Geometry (Å):
1 N 0.735 3.137 -0.723
2 N -0.060 0.347 -0.630
3 N -0.233 -0.821 1.358
4 N 0.577 2.557 0.346
5 C -0.329 -0.819 -0.037
6 C 0.128 -3.103 -1.200
7 C -0.817 -1.898 -0.841
8 C -0.083 0.499 1.700
9 C 0.179 1.177 0.475
10 H -1.950 -2.140 -0.735
11 H -0.901 -1.562 1.975
12 H 1.321 -2.662 -1.210
13 H 0.086 -3.678 -0.266
14 H -0.629 -1.116 -1.811
15 H 0.098 0.681 2.797
16 H 0.658 2.501 -1.588
17 H -0.288 -3.706 -2.197



In terms of stability, 2 leads; the second structure lies 0.0360 hartree higher.



1 | A 2-piece molecular cluster, C2H8 overall. Source: the OMol25 dataset; level of theory: wB97M-V/def2-TZVPD.

Values from the calculation:
Highest occupied orbital energy   -13.2877 eV

Geometry (Å):
1 C -1.840 -1.494 -0.072
2 C 1.840 1.494 0.072
3 H -1.911 -0.660 -0.785
4 H -0.791 -1.627 0.234
5 H 2.650 0.857 -0.313
6 H 1.186 1.799 -0.759
7 H -2.455 -1.274 0.813
8 H -2.202 -2.416 -0.550
9 H 2.271 2.388 0.546
10 H 1.252 0.933 0.813



2 | A 2-piece molecular cluster, C2H8 overall. Source: the OMol25 dataset; level of theory: wB97M-V/def2-TZVPD.

Values from the calculation:
Highest occupied orbital energy   -12.2371 eV

Geometry (Å):
1 C 0.298 -0.108 -2.774
2 C -0.209 0.049 2.748
3 H -1.154 -0.451 2.512
4 H 0.074 -0.531 -1.805
5 H -0.539 -0.038 -3.464
6 H 0.353 0.537 1.968
7 H 1.131 -0.629 -3.241
8 H 0.564 0.947 -2.643
9 H 0.218 -0.661 3.450
10 H -0.735 0.883 3.248



In terms of stability, 1 leads; the second structure lies 0.0158 hartree higher.



1 | C33H19F4N12O2Ti as an isolated structure. Source: the OMol25 dataset; level of theory: wB97M-V/def2-TZVPD.

Values from the calculation:
Charge   +3
Highest occupied orbital energy   -15.2790 eV

Geometry (Å):
1 Ti -0.222 0.104 -0.083
2 F 1.025 3.618 2.097
3 F 5.972 1.597 1.204
4 F 5.754 4.034 2.152
5 F 1.176 1.215 1.205
6 O -3.526 -0.250 5.051
7 O -0.259 0.398 -1.713
8 N -3.153 -0.067 7.210
9 N 5.935 -1.252 -0.032
10 N -3.055 -2.785 0.721
11 N 1.519 -1.043 -0.018
12 N 0.961 6.334 3.132
13 N -1.374 -1.489 0.280
14 N 5.240 6.790 3.296
15 N -1.428 1.562 0.637
16 N -1.970 -3.596 0.693
17 N -2.857 3.268 0.449
18 N -3.540 -1.373 6.941
19 N -2.354 3.203 1.710
20 C -4.571 -4.926 4.587
21 C -1.515 2.206 1.828
22 C 2.379 1.927 1.376
23 C 4.984 -0.682 0.269
24 C -4.369 -3.328 1.150
25 C 4.369 6.105 2.987
26 C -4.315 -3.842 5.409
27 C -2.083 2.702 6.703
28 C -2.757 1.918 5.766
29 C 4.778 2.100 1.417
30 C -2.526 3.669 4.127
31 C 3.389 3.994 2.168
32 C -1.636 3.961 6.342
33 C 3.264 5.264 2.666
34 C -4.139 -2.433 3.465
35 C -2.719 -1.544 0.480
36 C 3.638 1.282 1.105
37 C 2.581 -0.646 0.227
38 C -4.372 -3.526 2.643
39 C -2.295 2.289 -0.177
40 C 4.668 3.359 1.907
41 C -0.356 0.287 -3.174
42 C 3.770 0.009 0.569
43 C -3.748 -1.439 5.675
44 C -4.583 -4.778 3.203
45 C -0.977 -2.817 0.422
46 C -3.159 0.552 6.086
47 C 2.239 3.166 1.869
48 C -2.792 4.186 2.741
49 C -3.008 2.418 4.497
50 C 1.985 5.858 2.924
51 C -1.831 4.439 5.049
52 C -4.090 -2.589 4.842
53 H -4.502 -4.263 0.610
54 H -1.026 1.935 2.749
55 H -4.283 -3.953 6.484
56 H -1.462 5.421 4.774
57 H 0.039 -3.154 0.311
58 H -1.123 4.577 7.069
59 H -2.485 2.064 -1.214
60 H -3.593 1.825 3.803
61 H -3.851 4.343 2.537
62 H 0.425 0.917 -3.590
63 H -5.119 -2.612 0.813
64 H -0.211 -0.760 -3.426
65 H -3.409 -0.716 0.456
66 H -4.750 -5.900 5.022
67 H -2.261 5.116 2.543
68 H -1.345 0.638 -3.455
69 H -3.996 -1.444 3.043
70 H -4.764 -5.637 2.570
71 H -1.915 2.314 7.699



2 | C33H19F4N12O2Ti as an isolated structure. Source: the OMol25 dataset; level of theory: wB97M-V/def2-TZVPD.

Values from the calculation:
Charge   +3
Highest occupied orbital energy   -16.4576 eV

Geometry (Å):
1 Ti -1.226 3.251 -0.745
2 F -4.720 -0.040 0.847
3 F -2.538 -1.123 1.961
4 F -2.683 -0.321 -3.384
5 F -0.544 -1.427 -2.295
6 O 2.357 -2.875 1.069
7 O -0.955 4.911 -0.851
8 N -1.183 1.612 3.098
9 N 1.950 -0.843 -0.925
10 N -2.847 2.820 -1.518
11 N -2.514 1.502 2.854
12 N 1.785 0.998 -2.804
13 N 2.557 1.766 -1.999
14 N -1.523 2.676 1.235
15 N 0.833 0.187 2.252
16 N 0.784 -4.337 1.562
17 N 1.162 -4.536 0.263
18 N -7.011 0.994 -2.643
19 N 0.395 2.245 -1.698
20 C -0.095 -1.203 0.494
21 C -2.583 -0.953 0.642
22 C -1.037 6.351 -1.023
23 C 2.063 -3.636 -0.001
24 C 2.425 -4.218 -2.347
25 C 1.720 -0.079 4.685
26 C 2.482 -3.810 -3.675
27 C -0.603 2.332 2.154
28 C 2.447 -0.012 -3.643
29 C -0.556 0.837 4.189
30 C -5.924 1.010 -2.272
31 C 0.151 -1.569 3.239
32 C 1.489 -3.348 2.019
33 C 0.210 -0.879 1.908
34 C 2.475 -1.458 -3.160
35 C -4.588 1.021 -1.799
36 C -1.584 -1.105 -1.494
37 C 2.666 -1.823 -1.709
38 C 2.436 -2.285 3.991
39 C -2.697 2.144 1.745
40 C 0.973 -1.067 -0.262
41 C -3.772 -0.137 -1.297
42 C 0.577 -0.130 3.713
43 C 1.710 2.501 -1.352
44 C 0.503 1.287 -2.632
45 C -2.710 -0.575 -2.079
46 C -3.771 2.058 -1.706
47 C 2.422 -3.265 -1.356
48 C 2.525 -1.122 4.870
49 C -1.433 -1.162 -0.109
50 C -3.731 -0.429 0.063
51 C 2.452 -2.448 -4.081
52 C 1.371 -2.504 3.222
53 H 1.985 0.007 -4.629
54 H -0.310 0.832 -3.178
55 H -2.011 6.580 -1.447
56 H 3.317 -1.085 5.606
57 H 3.306 -2.925 3.905
58 H 2.483 -4.571 -4.448
59 H -0.917 6.805 -0.044
60 H 2.381 -2.226 -5.138
61 H -3.666 2.273 1.288
62 H 2.015 3.250 -0.638
63 H -0.237 6.645 -1.696
64 H 1.848 0.817 5.282
65 H -0.762 -2.038 3.603
66 H -1.372 0.310 4.679
67 H 2.326 -5.266 -2.096
68 H 3.471 0.350 -3.756
69 H 0.443 2.578 2.133
70 H 3.754 -1.671 -1.541
71 H -0.145 1.554 4.898



In terms of stability, 1 leads; the second structure lies 0.0921 hartree higher.



1 | An isolated ion of composition C4H11N5 and charge +2. Source: the OMol25 dataset; level of theory: wB97M-V/def2-TZVPD.

Values from the calculation:
Charge   +2
Highest occupied orbital energy   -19.0497 eV

Geometry (Å):
1 N 1.446 1.297 0.773
2 N 0.873 -0.902 0.062
3 N -1.115 -2.146 0.127
4 N -1.228 0.228 0.330
5 N 2.910 -0.008 -0.423
6 C -1.398 1.395 -0.526
7 C 1.744 0.162 0.193
8 C -2.538 0.570 -0.090
9 C -0.540 -0.972 0.167
10 H -1.222 2.284 0.080
11 H 2.248 1.915 0.838
12 H 3.121 -0.654 -1.185
13 H -0.753 -2.945 0.611
14 H -2.933 -0.211 -0.709
15 H -1.058 1.476 -1.580
16 H 3.802 0.406 -0.277
17 H 1.363 -1.802 -0.105
18 H 0.624 1.230 1.335
19 H -2.079 -2.160 -0.210
20 H -3.267 0.837 0.588



2 | An isolated ion of composition C4H11N5 and charge +2. Source: the OMol25 dataset; level of theory: wB97M-V/def2-TZVPD.

Values from the calculation:
Charge   +2
Highest occupied orbital energy   -17.5464 eV

Geometry (Å):
1 N -1.888 -1.033 0.929
2 N 0.275 -1.159 2.015
3 N 0.516 -1.745 -1.153
4 N 1.044 -0.243 -2.691
5 N -0.083 -2.188 -0.206
6 C 0.033 1.771 0.064
7 C -0.563 -1.188 0.774
8 C 0.069 0.407 -0.354
9 C 0.481 -0.375 -1.353
10 H -0.659 1.915 0.847
11 H 0.498 0.401 -3.272
12 H -0.155 2.446 -0.657
13 H 2.095 -0.146 -2.806
14 H 1.106 2.131 0.384
15 H -2.336 -0.956 0.021
16 H 0.829 -1.179 -3.166
17 H -2.395 -1.725 1.461
18 H 1.328 -1.241 1.774
19 H -0.047 -2.018 2.499
20 H 0.085 -0.392 2.611



In terms of stability, 1 leads; the second structure lies 0.1384 hartree higher.



1 | A 3-piece molecular cluster, C2H10O2S2 overall. Source: the OMol25 dataset; level of theory: wB97M-V/def2-TZVPD.

Values from the calculation:
Highest occupied orbital energy   -9.1250 eV

Geometry (Å):
1 S -0.926 -1.053 -1.598
2 S -0.811 -2.526 -0.175
3 O 1.480 -0.885 2.312
4 O 2.913 -0.042 0.014
5 C -1.076 0.526 -0.558
6 C -2.155 1.479 -1.149
7 H -1.916 1.708 -2.196
8 H -2.211 2.451 -0.565
9 H 1.989 -0.230 0.152
10 H 2.327 -0.540 2.085
11 H -0.120 0.925 -0.499
12 H -1.314 0.289 0.435
13 H 3.114 0.828 -0.250
14 H -3.128 0.924 -1.188
15 H 0.492 -2.605 0.080
16 H 1.340 -1.247 3.101



2 | A 3-piece molecular cluster, C2H10O2S2 overall. Source: the OMol25 dataset; level of theory: wB97M-V/def2-TZVPD.

Values from the calculation:
Highest occupied orbital energy   -9.2949 eV

Geometry (Å):
1 S 2.195 0.395 1.485
2 S 1.951 -1.279 0.325
3 O -2.211 2.146 -2.337
4 O -0.927 -0.491 -1.850
5 C 0.723 -2.234 1.284
6 C 0.890 1.577 0.795
7 H 1.423 2.029 -0.025
8 H 0.721 2.299 1.597
9 H -2.460 2.205 -1.417
10 H -1.759 1.269 -2.354
11 H -0.395 -0.616 -1.044
12 H 0.440 -3.060 0.638
13 H -0.037 1.017 0.764
14 H 1.219 -2.583 2.191
15 H -1.701 -1.081 -1.713
16 H -0.071 -1.593 1.661



3 | A 3-piece molecular cluster, C2H10O2S2 overall. Source: the OMol25 dataset; level of theory: wB97M-V/def2-TZVPD.

Values from the calculation:
Highest occupied orbital energy   -8.2055 eV

Geometry (Å):
1 S -0.251 -0.420 -1.103
2 S -0.463 0.046 1.010
3 O 0.343 2.834 -1.627
4 O 2.864 0.728 0.303
5 C -0.923 -2.161 -0.929
6 C -1.206 -1.073 2.426
7 H -2.330 -1.065 2.461
8 H 0.885 3.318 -1.014
9 H -0.431 2.486 -1.048
10 H -2.041 -2.232 -0.522
11 H -0.929 -2.038 2.303
12 H 2.998 1.709 0.047
13 H -0.921 -2.614 -1.931
14 H -0.624 -0.767 3.257
15 H -0.205 -2.449 -0.097
16 H 2.142 0.554 -0.362



4 | A 4-piece molecular cluster, C2H10O2S2 overall. Source: the OMol25 dataset; level of theory: wB97M-V/def2-TZVPD.

Values from the calculation:
Highest occupied orbital energy   -8.3919 eV

Geometry (Å):
1 S 1.447 -1.246 -1.223
2 S -0.369 0.858 2.041
3 O -0.411 -2.212 0.780
4 O -2.127 0.580 -0.315
5 C 0.246 -0.554 -2.396
6 C 1.300 1.414 1.872
7 H 1.988 0.860 2.569
8 H -1.793 0.717 0.575
9 H -0.691 -1.200 -2.336
10 H -0.424 -1.367 1.226
11 H 1.757 1.243 0.942
12 H -3.065 0.679 -0.268
13 H 0.534 -0.670 -3.458
14 H 0.072 0.477 -2.115
15 H 0.276 -2.148 0.057
16 H 1.261 2.568 2.049



In terms of stability, 2 leads; the second structure lies 0.0140 hartree higher.